An isolated molecule of C2H8NO2P. Source: OMol25; level of theory: ωB97M-V with the def2-TZVPD basis set.

Each line ends with the natural charge from an NBO analysis.
Atoms and positions in Å:
P -0.044 0.157 -0.164  2.137
O 1.121 -0.518 0.742  -0.690
O 0.481 0.922 -1.254  -1.130
N 2.431 -0.390 0.168  -0.477
C -1.030 -1.263 -0.761  -1.007
C -0.968 1.271 1.006  -0.990
H -1.385 -1.782 0.146  0.241
H -1.649 1.705 0.328  0.244
H 2.310 -0.522 -0.836  0.340
H -0.501 -1.795 -1.496  0.256
H 2.728 0.531 0.127  0.336
H -0.153 1.835 1.596  0.266
H -1.825 -0.805 -1.308  0.241
H -1.516 0.656 1.706  0.232

structure (SMILES)	CP(C)(=O)ON
HOMO-LUMO gap	0.403	Eh
energy above the lowest of the compared OMol25 structures with the same formula, charge and spin	219.8	kJ/mol
total energy	-17077.1113	eV
multiplicity	1
largest force on an atom	3.4	eV Å⁻¹

An isolated molecule of C13H12Cl6. Source: OMol25; level of theory: ωB97M-V with the def2-TZVPD basis set.

Each line ends with the natural charge from an NBO analysis.
Atoms and positions in Å:
Cl -1.442 -0.902 -1.807  0.064
Cl -0.787 2.394 -2.463  0.091
Cl -4.104 1.927 -0.371  -0.001
Cl -3.217 2.312 2.455  0.034
Cl -1.639 4.196 -0.180  0.023
Cl -3.052 -1.057 1.251  0.013
C -2.741 1.738 0.814  0.044
C -1.635 0.436 -0.723  -0.054
C -0.500 2.036 1.247  -0.428
C -0.859 0.553 1.545  -0.292
C 0.353 -0.347 1.295  -0.178
C -2.083 0.354 0.680  -0.112
C 3.329 -1.138 0.307  -0.429
C -1.526 2.468 0.213  -0.118
C 4.039 0.168 0.057  -0.208
C 3.846 0.778 -1.072  -0.374
C 1.516 -0.257 1.984  -0.173
C 2.688 -1.226 1.747  -0.432
C -1.369 1.704 -1.009  -0.071
H 4.939 0.671 0.485  0.220
H 0.408 2.045 0.729  0.239
H 4.531 1.548 -1.266  0.187
H 1.516 0.470 2.749  0.191
H 4.052 -2.010 0.212  0.221
H 3.201 0.420 -1.787  0.183
H 2.557 -1.397 -0.523  0.217
H 0.282 -1.169 0.670  0.199
H -0.614 2.734 2.128  0.254
H 3.374 -1.001 2.550  0.215
H 2.327 -2.317 1.924  0.215
H -0.985 0.273 2.564  0.264

structure (SMILES)	C=CCC/C=C/[C@H]1C[C@@]2(Cl)C(Cl)=C(Cl)[C@]1(Cl)C2(Cl)Cl
HOMO-LUMO gap	0.357	Eh
total energy	-88807.2534	eV
multiplicity	1
largest force on an atom	2.9	eV Å⁻¹

A structure of composition C23H23N4O8PReS. Source: OMol25; level of theory: ωB97M-V with the def2-TZVPD basis set.

Each line ends with the natural charge from an NBO analysis.
Atoms and positions in Å:
Re -1.429 -0.810 0.285  1.645
S -0.956 2.095 1.881  2.432
P 0.720 0.265 -0.509  1.030
O -1.686 -1.921 -1.326  -0.750
O -0.318 -2.280 0.977  -0.744
O -5.506 -1.512 0.394  -0.604
O 1.052 -3.574 2.159  -0.643
O -2.439 -3.909 -2.027  -0.562
O -2.342 2.492 1.769  -0.989
O -0.814 0.601 1.735  -0.984
O -0.228 2.547 3.025  -0.926
N -0.440 -2.308 3.269  -0.492
N -3.225 -1.721 0.632  -0.667
N -2.884 0.678 -0.374  -0.805
N -1.641 -1.605 3.248  -0.647
C 0.491 2.079 -0.574  -0.364
C 2.772 -0.089 -2.375  -0.182
C -4.392 -1.034 0.489  0.647
C 2.075 0.015 0.668  -0.390
C -0.183 2.791 0.425  -0.338
C 0.220 4.865 -0.730  -0.190
C 3.265 -0.390 -3.634  -0.212
C 3.610 -1.520 1.703  -0.195
C -4.152 0.460 0.390  -0.323
C 3.593 0.791 2.365  -0.225
C 2.398 -0.798 -4.640  -0.185
C -2.415 -3.048 -1.197  0.786
C 1.040 -0.908 -4.386  -0.209
C 2.575 1.048 1.459  -0.129
C 0.875 4.170 -1.738  -0.207
C 1.406 -0.193 -2.116  -0.400
C 2.596 -1.271 0.794  -0.178
C 1.007 2.794 -1.657  -0.131
C 0.144 -2.772 2.116  0.888
C -3.200 -3.080 0.116  -0.361
C 4.111 -0.491 2.486  -0.188
C 0.541 -0.608 -3.126  -0.122
C -0.311 4.174 0.344  -0.174
H 2.196 -2.088 0.206  0.245
H 3.986 -2.528 1.810  0.230
H 4.900 -0.689 3.199  0.217
H -1.556 -0.738 3.764  0.371
H -2.404 -2.164 3.610  0.359
H -4.998 0.938 -0.099  0.226
H 1.519 2.263 -2.448  0.226
H 3.451 0.224 -1.591  0.230
H -4.208 -3.449 -0.065  0.258
H -2.693 -3.762 0.801  0.230
H -0.512 -0.743 -2.923  0.229
H 1.285 4.699 -2.588  0.224
H 2.786 -1.040 -5.621  0.220
H 0.121 5.941 -0.782  0.226
H 4.327 -0.311 -3.828  0.221
H 2.179 2.051 1.384  0.213
H -0.138 -2.781 4.107  0.385
H 3.973 1.594 2.982  0.219
H -4.015 0.902 1.375  0.257
H -3.070 0.565 -1.369  0.405
H -2.595 1.643 -0.216  0.430
H -0.831 4.701 1.133  0.244
H 0.365 -1.245 -5.162  0.223

HOMO-LUMO gap (spin up / spin down)	0.305 / 0.299	Eh
energy above the lowest of the compared OMol25 structures with the same formula, charge and spin	0.0	kJ/mol
total energy	-68821.3175	eV
expectation value of S²	3.765
multiplicity	4
largest force on an atom	0.2	eV Å⁻¹

A structure of composition C47H48Br2FN3O5PbSi. Source: OMol25; level of theory: ωB97M-V with the def2-TZVPD basis set.

Each line ends with the Löwdin charge.
Atoms and positions in Å:
Pb 0.675 -0.302 -0.593  1.330
Br -1.918 1.677 -3.196  0.655
Br -3.853 -1.741 0.214  0.752
Si 0.865 3.971 6.321  0.594
F 5.504 -1.715 -4.559  0.017
O 1.741 -3.494 2.333  0.001
O -0.403 -0.868 -2.639  -0.360
O 1.504 -2.199 0.553  -0.195
O 2.727 -0.653 7.285  0.064
O 2.873 1.564 7.561  -0.006
N 2.160 2.684 -1.255  0.122
N 2.659 1.175 1.143  0.104
N -1.308 -2.253 1.108  0.063
C -5.336 -2.185 -6.156  -0.025
C 2.342 -0.312 -3.491  -0.127
C 4.515 3.087 -1.445  -0.021
C -5.935 -3.481 -4.227  -0.117
C 4.303 3.826 -2.581  -0.066
C 1.094 -2.709 1.609  -0.664
C -1.818 -1.563 3.795  -0.054
C 0.441 3.976 4.407  -0.332
C -5.525 -2.127 -4.601  -0.599
C 2.000 3.294 -2.425  -0.129
C 4.485 -1.327 -3.744  -0.301
C 0.213 -3.380 -4.246  -0.023
C -3.272 -2.815 -3.677  0.045
C 3.395 -0.683 -4.313  -0.035
C -6.703 -1.188 -4.192  -0.051
C 3.073 1.843 4.731  -0.059
C -0.415 2.743 7.001  -0.305
C -0.563 -1.984 3.436  -0.004
C 2.969 2.050 3.387  -0.047
C -0.277 2.703 2.432  -0.084
C 3.027 3.898 -3.117  -0.058
C 0.255 3.723 1.608  -0.121
C -1.975 -2.498 -3.244  -0.110
C 0.948 4.970 3.548  -0.153
C -0.330 -3.572 -1.723  -0.042
C 3.509 2.012 0.576  -0.064
C -3.830 -0.468 -3.748  -0.105
C 2.854 0.612 5.256  -0.167
C -0.100 2.828 3.815  -0.127
C 2.368 -0.494 -2.084  -0.308
C 2.593 -0.298 3.100  0.034
C -0.364 -2.333 2.089  -0.148
C 0.121 5.721 6.875  -0.290
C -1.636 -1.161 -2.968  -0.451
C -2.794 -1.475 2.815  -0.126
C -0.881 -3.545 -3.159  -0.512
C 0.871 4.856 2.155  -0.129
C 3.538 -1.093 -1.566  -0.143
C 2.620 -0.487 4.490  -0.003
C 4.542 -1.549 -2.390  -0.040
C 3.417 2.546 -0.784  -0.261
C -1.395 -4.943 -3.412  -0.107
C -4.243 -1.773 -3.969  -0.220
C -2.499 -1.878 1.524  -0.759
C 2.834 0.999 2.542  -0.260
C 2.827 0.441 6.771  -0.462
C -2.569 -0.175 -3.277  -0.533
H 0.518 6.003 7.850  -0.018
H 4.386 2.402 1.184  0.143
H 1.342 5.637 1.505  0.099
H 2.515 -1.145 2.415  0.085
H 0.370 -2.813 -1.614  0.006
H 3.509 -0.612 -5.376  0.101
H 2.895 3.057 3.057  0.102
H 5.471 3.036 -0.976  0.105
H -5.812 -3.657 -3.139  0.100
H 0.184 -2.245 4.114  0.090
H 0.149 -4.486 -1.489  0.071
H -7.015 -3.614 -4.499  0.095
H -4.547 0.325 -3.985  0.102
H -1.405 3.103 6.607  0.029
H -3.777 -1.118 3.068  0.088
H -0.975 5.713 6.905  0.000
H -0.163 1.711 6.785  -0.005
H -0.253 2.865 8.069  -0.002
H 3.553 -1.329 -0.552  0.056
H -5.305 -4.268 -4.687  0.077
H 5.459 -1.923 -1.900  0.118
H -4.544 -1.424 -6.322  0.093
H 2.347 -1.437 4.961  0.124
H -2.190 -5.232 -2.777  0.072
H 0.985 3.313 -2.834  0.099
H -6.548 -0.213 -4.579  0.050
H -0.574 -5.663 -3.241  0.091
H -2.040 -1.371 4.837  0.112
H 5.137 4.196 -3.097  0.087
H 1.460 0.032 -3.979  0.079
H -3.479 -3.900 -3.907  0.104
H -0.266 -3.663 -5.283  0.116
H 0.666 -2.437 -4.335  0.034
H 0.412 6.513 6.242  -0.040
H -1.675 -5.162 -4.415  0.062
H -1.148 -3.395 -0.914  0.107
H 2.825 4.231 -4.103  0.091
H -6.769 -1.208 -3.071  0.103
H -7.723 -1.551 -4.525  0.087
H 2.515 2.371 7.048  -0.023
H 0.314 3.596 0.525  0.077
H -0.729 1.908 1.913  0.063
H 3.350 2.609 5.460  0.083
H -0.526 2.061 4.497  0.090
H 1.377 5.888 4.012  0.091
H -6.240 -1.915 -6.655  0.057
H 1.045 -4.086 -4.011  0.094
H -4.997 -3.175 -6.488  0.078

HOMO-LUMO gap	0.174	Eh
energy above the lowest of the compared OMol25 structures with the same formula, charge and spin	294.7	kJ/mol
net charge	-2
total energy	-220154.3960	eV
multiplicity	1
largest force on an atom	3.4	eV Å⁻¹

A cluster of 4 separate species, CH10NO4 in total. Source: OMol25; level of theory: ωB97M-V with the def2-TZVPD basis set.

Each line ends with the natural charge from an NBO analysis.
Atoms and positions in Å:
O 1.470 -2.268 -1.217  -1.004
O -0.193 -0.981 2.130  -1.028
O -0.218 -0.172 -0.358  -0.967
O -3.214 0.870 1.258  -0.949
N 1.634 1.041 -1.419  -0.875
C 0.430 1.027 -0.492  0.112
H -2.714 0.132 0.866  0.494
H -0.228 1.790 -0.945  0.096
H 2.183 0.384 -0.864  0.331
H -0.134 -0.719 1.154  0.508
H -0.214 -0.138 2.589  0.447
H 1.337 0.348 -2.166  0.329
H 0.984 1.434 0.384  0.092
H 0.848 -1.508 -1.079  0.506
H -3.610 1.183 0.435  0.452
H 1.642 -2.424 -0.278  0.456

HOMO-LUMO gap	0.305	Eh
energy above the lowest of the compared OMol25 structures with the same formula, charge and spin	59.3	kJ/mol
net charge	-1
total energy	-10880.2743	eV
multiplicity	1
largest force on an atom	2.6	eV Å⁻¹

A structure of composition C16H20FeNOS. Source: OMol25; level of theory: ωB97M-V with the def2-TZVPD basis set.

Each line ends with the natural charge from an NBO analysis.
Atoms and positions in Å:
Fe 0.428 0.820 0.641  1.134
S 2.747 0.894 1.530  -0.369
O 0.098 -1.109 -0.659  -0.629
N 2.702 3.018 3.420  -0.535
C -1.052 -1.069 1.564  -0.268
C 0.071 -1.099 2.451  -0.370
C -1.595 0.247 1.582  -0.428
C -0.866 1.011 2.550  -0.398
C 1.422 -1.656 -1.049  -0.102
C 0.825 -2.201 -2.364  -0.744
C 0.266 3.369 0.635  -0.349
C 0.157 0.173 3.084  -0.306
C 0.982 2.166 -1.212  -0.438
C -1.113 -3.173 -1.097  -0.916
C -0.559 -1.929 -1.663  0.204
C -0.451 2.051 -1.129  -0.387
C -0.887 2.772 0.027  -0.333
C 1.415 3.007 -0.133  -0.282
C -1.583 -1.088 -2.421  -0.778
C 2.716 2.135 2.631  0.083
H 0.868 0.454 3.863  0.227
H -1.211 -3.937 -1.873  0.210
H -0.485 -3.596 -0.328  0.211
H 1.607 1.782 -2.019  0.221
H -2.549 -1.194 -1.908  0.199
H -1.691 -1.436 -3.473  0.211
H -2.515 0.561 1.056  0.217
H 1.093 -3.244 -2.521  0.200
H -1.335 -0.026 -2.432  0.214
H 1.017 -1.533 -3.230  0.208
H 0.718 -1.950 2.621  0.209
H -1.486 -1.930 1.074  0.213
H 2.152 -0.847 -1.112  0.184
H -2.111 -3.040 -0.682  0.202
H -1.095 2.028 2.882  0.223
H 1.635 -2.384 -0.257  0.182
H 0.264 4.008 1.512  0.224
H -1.108 1.665 -1.913  0.217
H -1.916 2.912 0.334  0.212
H 2.422 3.370 0.022  0.227

HOMO-LUMO gap (spin up / spin down)	0.088 / 0.256	Eh
energy above the lowest of the compared OMol25 structures with the same formula, charge and spin	0.0	kJ/mol
net charge	-2
total energy	-65672.5209	eV
expectation value of S²	8.773
multiplicity	6
largest force on an atom	2.4	eV Å⁻¹

Molar mass (computed, g mol⁻¹): 109.06; 380.96; 732.71; 1149.01; 100.09; 330.25